Record 1
C11H13N2S2 | wB97M-V/def2-TZVPD

Each atom is followed by the atoms it is bonded to, with distances in Å.
Positions of all 28 atoms, in Å:
1 N -1.53 3.10 -0.08  S2 1.695, H10 1.023, H11 1.021
2 S -0.73 3.29 -1.57  N1 1.695, S3 2.034, C4 1.851
3 S -0.06 5.21 -1.66  S2 2.034, H12 1.357
4 C 0.77 2.23 -1.44  S2 1.851, C5 1.360, N9 1.298
5 C 0.57 0.97 -0.95  C4 1.360, C6 1.385, H13 1.082
6 C 1.70 0.18 -0.82  C5 1.385, C7 1.367, H14 1.080
7 C 2.88 0.76 -1.20  C6 1.367, C8 1.370, H15 1.084
8 C 2.97 2.03 -1.71  C7 1.370, N9 1.332, H16 1.082
9 N 1.88 2.79 -1.83  C4 1.298, C8 1.332
10 H -0.80 3.17 0.64  N1 1.023
11 H -1.86 2.14 -0.01  N1 1.021
12 H 1.03 5.12 -0.86  S3 1.357
13 H -0.40 0.60 -0.65  C5 1.082
14 H 1.64 -0.83 -0.43  C6 1.080
15 H 3.79 0.19 -1.09  C7 1.084
16 H 3.91 2.46 -2.00  C8 1.082
17 C -2.00 -2.04 2.26  C18 1.388, C22 1.388, H23 1.083
18 C -2.02 -1.65 0.92  C17 1.388, C19 1.390, H24 1.085
19 C -1.33 -2.39 -0.03  C18 1.390, C20 1.388, H25 1.084
20 C -0.63 -3.53 0.35  C19 1.388, C21 1.388, H26 1.083
21 C -0.61 -3.92 1.69  C20 1.388, C22 1.389, H27 1.082
22 C -1.30 -3.17 2.64  C17 1.388, C21 1.389, H28 1.082
23 H -2.54 -1.46 3.00  C17 1.083
24 H -2.57 -0.77 0.62  C18 1.085
25 H -1.34 -2.09 -1.07  C19 1.084
26 H -0.09 -4.11 -0.39  C20 1.083
27 H -0.07 -4.81 1.98  C21 1.082
28 H -1.28 -3.48 3.68  C22 1.082

Values from the calculation:
E_tot ... -1332.5567 Eh
Total charge ... +1

Here are the natural (NBO) charges for atoms 1 to 2, given in e: -0.9198, 0.8652

=====

Record 2
C4H9N2 | wB97M-V/def2-TZVPD

Each atom is followed by the atoms it is bonded to, with distances in Å.
Positions of all 15 atoms, in Å:
1 C -2.09 -0.40 -0.58  C2 1.459, H7 1.040, H8 1.090, H9 1.053
2 C -1.13 0.55 -0.01  C1 1.459, N3 1.259, N4 1.475
3 N -0.75 1.66 0.44  C2 1.259, N4 1.488
4 N 0.33 0.71 0.08  C2 1.475, N3 1.488, C5 1.428, C6 1.425
5 C 1.21 0.74 -1.05  N4 1.428, H10 1.062, H11 1.036, H12 1.076
6 C 1.08 0.00 1.06  N4 1.425, H13 1.082, H14 1.165, H15 1.038
7 H -3.00 -0.18 -0.11  C1 1.040
8 H -1.76 -1.44 -0.54  C1 1.090
9 H -2.23 -0.12 -1.58  C1 1.053
10 H 1.88 -0.08 -1.13  C5 1.062
11 H 0.68 0.75 -1.94  C5 1.036
12 H 1.86 1.59 -0.95  C5 1.076
13 H 1.23 0.66 1.91  C6 1.082
14 H 0.59 -0.94 1.54  C6 1.165
15 H 2.00 -0.38 0.76  C6 1.038

Values from the calculation:
SMILES string ... CC1=N[N+]1(C)C
E_tot ... -266.9339 Eh
Total charge ... +1

Here are the natural (NBO) charges for atoms 1 to 2, given in e: -0.7024, 0.5061

=====

It is found that the energy above the lowest of the compared OMol25 structures with the same formula, charge and spin values, taken in the order of the records, are 153.6; 434.1 kJ/mol.